C20H26N4O2 | ωB97M-V with the def2-TZVPD basis set

Properties
LUMO level in eV: 0.652
Strongest force on any atom in eV/Å: 0.7
Kohn-Sham gap in eV: 9.352
ΔE to the lowest compared entry with this formula, charge and spin in kcal per mole: 25.5
SMILES string: O=C(NCCCn1cccn1)[C@H]1CCC(=O)N(CCc2ccccc2)C1

Structure (XYZ):
```
52
Properties=species:S:1:pos:R:3:forces:R:3:nbo_charge:R:1
O -1.183 1.439 -0.692 0.0898 0.5283 -0.0097 -0.647
C 3.425 2.864 1.734 -0.0629 0.0802 0.0544 -0.203
H 4.005 1.255 -2.471 0.0180 0.0493 -0.0437 0.220
N -3.121 -2.405 1.102 -0.1377 -0.5063 -0.5057 -0.302
H -5.345 1.190 0.402 -0.0553 0.0416 0.0398 0.216
H 1.876 -2.454 -1.153 0.0400 -0.0304 0.0224 0.214
N -3.804 -1.480 1.773 0.1785 -0.2353 0.4644 -0.160
C 1.892 1.535 -2.217 0.2747 0.2092 -0.3366 -0.208
H 4.323 1.767 3.340 0.0179 0.0012 0.0786 0.211
H 1.888 -0.565 0.178 -0.1040 0.0912 0.0144 0.197
H 3.057 3.652 2.375 -0.0264 0.0635 0.0470 0.212
C -1.345 0.238 -0.613 0.1696 -0.6045 0.1000 0.694
C 3.349 1.942 -1.935 -0.2955 -0.0671 -0.0562 -0.452
C -0.201 -0.752 -0.369 0.1872 0.4164 0.0261 -0.323
H -5.319 -1.418 0.391 -0.0190 -0.0075 0.1636 0.222
C 3.653 1.909 -0.466 0.1451 0.0416 -0.0766 0.085
H 1.731 1.537 -3.299 -0.0424 0.0746 0.1423 0.234
H 2.633 3.742 -0.046 -0.0720 0.0972 -0.0534 0.211
H 4.737 0.068 -0.555 0.0356 -0.0687 -0.0861 0.213
C 1.200 -2.141 -1.952 -0.1067 -0.0329 -0.1970 -0.486
H 1.013 0.971 0.082 0.0832 -0.1446 -0.0343 0.247
H 1.195 2.230 -1.745 0.0047 -0.0497 -0.0232 0.214
H -3.507 1.390 -1.210 -0.1077 -0.1467 -0.0415 0.238
N -2.548 -0.357 -0.735 -0.2784 -0.1390 -0.1487 -0.647
O 2.113 -0.772 -3.719 0.1417 -0.0156 -0.3975 -0.638
C -0.207 -1.896 -1.400 0.0947 -0.1127 0.0617 -0.399
H -4.446 -0.094 -1.522 -0.0040 0.0822 -0.0019 0.191
H -1.640 -2.329 4.018 0.0886 0.0013 0.2001 0.233
C -3.771 0.404 -0.820 -0.0502 0.2894 0.1508 -0.224
C -2.185 -2.842 1.926 -0.1042 0.1216 0.1594 -0.054
C 4.136 1.806 2.277 0.0238 -0.0464 0.1178 -0.230
C 3.187 2.914 0.373 0.0478 -0.0281 -0.0040 -0.250
H 5.168 -0.023 1.867 0.0440 -0.0594 0.0303 0.210
C 1.140 -0.003 -0.393 -0.3344 -0.2206 0.5424 -0.211
H -3.784 1.083 1.223 -0.0405 0.0635 0.0351 0.216
H -2.642 -1.337 -0.488 0.1764 0.1638 -0.0893 0.426
H -0.347 -1.155 0.640 -0.0085 0.0163 -0.0473 0.231
H -1.503 -3.609 1.614 0.1243 -0.1606 -0.1052 0.213
C -4.461 0.567 0.540 0.0621 -0.2370 -0.2524 -0.414
C -2.261 -2.185 3.158 -0.0255 0.1187 0.0632 -0.341
H -5.651 -0.586 1.929 0.0710 -0.1227 -0.0790 0.214
H 1.184 -2.917 -2.717 0.0977 0.0950 0.0245 0.237
H -3.746 -0.610 3.701 -0.1227 0.1499 0.1188 0.222
C -4.894 -0.768 1.161 -0.3186 0.5978 -0.2706 -0.217
C 1.701 -0.853 -2.578 0.0140 -0.4299 0.1865 0.682
H -0.855 -1.634 -2.239 -0.0177 -0.0806 0.0430 0.218
C 4.367 0.854 0.088 -0.0013 0.0453 -0.0414 -0.256
H -0.595 -2.813 -0.953 -0.0885 -0.0055 -0.0648 0.214
N 1.593 0.203 -1.745 -0.0857 0.2988 -0.0423 -0.455
H 3.502 2.948 -2.329 0.0597 0.0084 -0.0453 0.215
C 4.608 0.802 1.450 0.0299 -0.0753 0.0922 -0.197
C -3.317 -1.313 3.017 0.1896 -0.1190 0.0751 -0.036
```
Forces are in eV/Å.

---

C20H26N4O3S | ωB97M-V with the def2-TZVPD basis set

Properties
LUMO level in eV: 0.070
Strongest force on any atom in eV/Å: 14.7
Kohn-Sham gap in eV: 7.406
ΔE to the lowest compared entry with this formula, charge and spin in kcal per mole: 463.5

Structure (XYZ):
```
54
Properties=species:S:1:pos:R:3:forces:R:3:nbo_charge:R:1
H 5.096 2.206 -2.314 -2.3477 0.1554 1.5711 0.211
H -5.481 2.653 1.994 0.1300 0.4712 -2.8256 0.205
O -6.465 1.252 1.344 -5.2644 -5.5881 -2.0216 -0.526
H 4.436 2.756 1.549 -1.6468 0.3228 0.0310 0.212
H -2.519 -2.724 -0.986 -0.4960 0.6342 -0.4105 0.448
H 3.821 -1.542 1.733 1.2144 0.3491 4.2522 0.209
C -4.324 1.554 0.609 -4.7292 5.3817 -12.8433 -0.080
H 0.298 -3.488 0.790 1.8934 -0.1770 -2.6626 0.273
C 3.758 -1.761 0.764 -1.1782 1.8299 -5.0494 -0.399
H -6.687 -0.945 0.605 -0.5535 4.0439 -1.3581 0.156
H 3.798 -3.235 -0.782 -0.6768 -0.0982 1.9247 0.191
H -7.754 0.310 -0.228 -6.1769 0.8790 -1.8140 0.167
H -6.124 1.313 -1.419 -0.3113 4.5612 -3.0298 0.188
C 2.450 -3.662 0.743 -6.6341 -6.0410 4.9084 -0.505
H 3.051 4.610 0.551 0.2705 2.3402 0.9251 0.210
C 2.430 0.540 0.391 -4.3500 -2.7406 1.3977 0.399
N -4.487 0.502 -0.437 3.4879 0.0613 1.6152 -0.452
H -3.622 2.632 -0.105 -1.9266 -2.5457 1.9302 0.099
N 1.188 1.210 0.448 2.0905 -2.2944 -2.2155 -0.496
O 4.035 3.501 -0.934 0.5265 0.0154 1.3139 -0.595
H -6.062 2.755 0.255 -1.9867 4.2554 -4.4444 0.167
N 3.590 1.194 0.547 -0.1019 2.5470 0.5381 -0.461
O -3.904 -1.595 -1.510 2.0090 6.0887 3.8024 -0.743
H 4.549 -3.827 0.690 -1.3054 0.7211 0.2772 0.228
H 5.637 1.284 -0.098 -3.0799 0.9267 -1.6970 0.215
C 3.346 2.606 1.206 5.4721 -3.8418 0.2888 -0.246
C 4.462 1.244 -0.636 6.0176 -8.7661 6.9938 -0.250
C -5.768 0.537 -0.934 -2.0208 -7.9999 -1.4707 -0.283
C -6.856 0.350 0.103 8.5095 -4.7041 6.3505 -0.028
C 1.241 -3.368 0.055 -3.3951 6.0066 -2.8484 -0.386
C -1.093 -1.341 -0.444 -6.0556 1.9663 -0.2101 0.353
H 4.575 -1.261 0.157 -0.7921 -0.6106 1.1217 0.207
H 3.259 2.124 -2.140 -0.6535 -1.1316 -0.3058 0.210
C -1.991 -0.190 -0.391 -4.3357 -4.6800 -1.2436 -0.473
H -3.642 1.355 1.155 7.6510 -2.6997 8.2209 0.156
C 1.281 -1.509 -0.178 8.5017 -7.9973 4.6061 0.090
C 0.182 -0.913 -0.139 -6.3112 3.6206 -2.2594 -0.329
H 1.254 -3.516 -1.158 -0.3950 -0.8733 3.2270 0.223
C -5.647 2.172 0.893 5.2944 -0.6010 8.8055 -0.082
C 3.626 -3.226 0.397 10.1238 4.2635 -5.0404 -0.382
H -5.834 -0.435 -1.758 0.0249 2.7055 2.3485 0.276
S -1.378 1.287 0.148 1.4728 -0.3097 -0.6091 0.441
H -0.781 -3.127 -1.312 -3.2634 1.2912 2.4326 0.373
C -3.492 -0.443 -0.776 -1.3174 -3.5106 -2.4299 0.674
H 2.743 2.371 2.011 -1.4236 0.1057 1.6366 0.233
C 3.017 3.620 0.297 -0.3251 -1.6445 -7.6046 -0.095
C 2.401 -0.943 0.475 1.4661 1.0653 -3.6421 -0.066
C 4.152 2.139 -1.548 0.9935 8.4339 -5.8329 -0.145
N -1.581 -2.608 -0.644 5.2405 -1.9273 -2.3182 -0.802
H 2.286 -3.734 1.855 0.0233 1.0598 -0.5793 0.214
H 2.454 -4.697 0.626 0.2173 -2.6576 -0.3069 0.232
H 2.187 3.406 -0.416 -0.4952 0.3178 1.7475 0.218
C 0.142 0.445 -0.008 2.5079 4.8511 3.9142 0.110
H 4.744 0.162 -1.097 -1.5897 2.1689 0.8925 0.238
```
Forces are in eV/Å.

---

C20H26N4O3Tc | ωB97M-V with the def2-TZVPD basis set

Properties
LUMO level (alpha / beta) in eV: -13.859 / -16.794
Strongest force on any atom in eV/Å: 6.9
Kohn-Sham gap (alpha / beta) in eV: 7.828 / 5.604
ΔE to the lowest compared entry with this formula, charge and spin in kcal per mole: 0.0
Net charge: +4
Multiplicity: 4

Structure (XYZ):
```
54
Properties=species:S:1:pos:R:3:forces:R:3:mulliken_spin:R:1
H -0.890 -4.505 -1.963 0.2902 -0.1514 -0.0624 -0.008
H -2.526 -4.840 0.573 -0.2191 -0.0720 -0.0959 -0.003
C -2.378 -4.409 -0.422 0.3812 -0.2814 0.2211 -0.003
H -0.997 -5.969 -0.983 0.2317 -0.0464 0.0744 0.012
N -1.335 3.269 0.655 0.5323 0.2578 1.1376 -0.033
C 2.347 2.256 -1.245 0.4377 -0.1224 0.2347 0.131
O -2.466 0.778 -1.099 3.8698 1.3730 2.1449 0.035
H 0.058 4.736 -0.824 0.3256 -0.0478 0.0757 -0.004
H -3.245 5.739 1.044 0.1094 -0.1332 0.0893 0.002
H -3.938 4.204 1.677 0.0214 0.1349 0.0592 0.001
H 2.841 -1.224 4.354 0.2489 0.0406 -0.2144 0.000
H -2.021 -1.273 0.970 -0.0613 0.0261 0.1254 -0.001
H -3.152 -4.799 -1.091 0.0658 -0.1205 0.0844 0.024
O 0.269 -0.819 -0.019 -0.0198 -1.7694 -0.0289 0.234
H -0.429 -0.748 -4.851 0.3247 0.1095 -0.0485 0.000
H 3.881 -1.712 2.951 -0.1398 0.2645 0.2449 0.000
O -0.998 0.709 2.937 1.7690 1.8841 -4.1428 0.046
H -2.418 -2.456 -1.327 0.0064 0.0115 -0.0207 0.001
C -3.064 4.866 1.685 -0.0179 0.5280 0.4528 -0.003
C 0.151 -4.453 -0.084 2.0836 1.3584 0.0091 0.042
N 1.861 0.466 1.953 0.2513 -0.7418 0.2144 0.042
C 0.846 4.032 -0.565 0.2120 0.1350 -0.4955 0.095
H 1.068 -4.999 -0.353 -0.3722 0.1430 0.2566 -0.009
H 3.539 1.370 0.303 -0.0180 0.3382 -0.0266 0.002
H 1.380 -0.815 -4.720 -0.2955 0.1165 -0.0842 0.001
H 0.997 3.323 -2.580 0.2531 0.0245 0.1630 -0.004
C 0.392 0.439 -3.374 -0.6397 0.5805 0.6450 0.008
H 0.579 0.616 -5.438 -0.0318 -0.2292 0.1757 0.000
C -1.971 4.079 1.198 -0.2283 -1.6850 -1.4853 0.040
Tc 0.104 1.723 0.281 0.7901 3.1258 -0.4025 1.493
H 1.465 -2.775 -0.469 0.3398 -0.1135 -0.6119 -0.036
H 2.662 2.916 2.103 0.0557 0.0085 -0.2428 -0.002
C 3.450 -0.865 3.510 0.4787 -0.1080 0.3780 0.001
C 1.291 3.894 0.774 0.6166 0.0747 0.2038 0.033
H 4.267 -0.239 3.897 -0.1837 -0.2058 -0.0559 0.000
H -2.848 5.197 2.707 -0.1502 0.0713 -0.0565 0.003
C -0.561 1.124 1.938 -2.5497 -2.5944 5.8104 -0.040
C -1.016 -4.878 -0.945 -2.0586 0.1610 -0.8447 0.114
N 0.201 0.965 -2.362 0.2696 -1.0740 -0.5832 0.025
C 1.388 3.228 -1.571 -0.4530 0.3489 0.1278 0.003
C 2.818 2.149 0.069 0.2829 -0.1746 -0.6328 0.108
H -3.590 -2.668 -0.061 0.2630 -0.0442 0.1157 0.003
C -1.619 -2.238 0.672 0.6569 0.6637 0.2894 -0.001
C 0.491 -0.170 -4.672 0.2126 -0.2250 -0.5573 0.001
H 0.865 4.504 1.570 0.1993 -0.0720 -0.2450 -0.001
C -2.555 -2.905 -0.337 -0.2712 -0.1059 -0.5403 0.008
C 2.320 2.992 1.075 -0.6323 0.3850 0.3066 0.035
H -0.094 -4.585 0.985 -0.0644 0.0165 -0.1197 0.060
C -0.239 -1.956 0.117 -1.7412 2.2333 0.4971 -0.042
H -1.502 -2.839 1.585 -0.1053 0.0208 -0.1113 -0.006
C 2.605 -0.088 2.640 -0.7502 0.0463 -0.3563 0.002
C -1.479 1.114 -0.586 -5.3883 -2.1345 -2.8301 -0.028
N 0.496 -3.015 -0.286 0.7682 -2.5536 0.6412 0.612
H 2.701 1.554 -1.995 0.0439 0.3243 0.1174 0.009
```
Forces are in eV/Å.

---

C20H26N4O4 | ωB97M-V with the def2-TZVPD basis set

Properties
LUMO level in eV: -0.195
Strongest force on any atom in eV/Å: 17.7
Kohn-Sham gap in eV: 8.056
ΔE to the lowest compared entry with this formula, charge and spin in kcal per mole: 506.7

Structure (XYZ):
```
54
Properties=species:S:1:pos:R:3:forces:R:3:nbo_charge:R:1
N 0.834 -0.700 2.060 -7.5243 3.2537 -5.1952 -0.602
H -6.032 -2.324 -1.241 -7.9989 -4.9287 2.0428 0.192
C 4.666 -0.515 -1.469 -0.8315 -1.4543 -3.8242 -0.039
O -1.124 3.178 2.776 -0.7116 -5.1223 -3.1522 -0.774
H 4.963 -1.262 0.361 2.6508 -3.0940 2.0217 0.218
H 2.882 -0.378 2.237 -0.2263 0.0258 -0.0523 0.202
N -2.740 2.544 1.526 3.2368 -12.2405 -8.8929 -0.552
H -3.233 3.155 1.872 -5.4633 8.4588 4.9239 0.400
O -1.225 -0.979 0.198 -1.0761 2.6609 2.5565 -0.659
C 2.497 -0.376 -2.415 6.5745 -10.9885 8.1788 0.050
H -4.895 -0.925 0.463 0.9631 -0.1668 -0.2735 0.212
H 1.741 0.307 -0.750 -2.0558 10.5143 3.5089 0.153
H 0.988 -1.433 -1.084 2.1794 3.1237 1.2081 0.208
H -3.262 -0.915 -4.253 -0.3631 -0.1046 3.7574 0.223
C 1.907 -0.571 -0.870 1.7802 -16.2741 -6.6357 -0.235
N -2.755 0.738 0.110 0.0969 -6.4291 -1.3402 -0.492
H 4.116 0.022 0.397 -0.6499 2.4792 1.4088 0.161
H 1.556 0.822 3.638 2.3987 -1.3460 2.4993 0.190
H 1.630 -2.696 0.902 -2.2346 -1.8884 -1.4948 0.198
H 1.825 0.030 -2.832 -8.3633 6.2339 -6.7358 0.131
N 3.049 -1.494 -0.346 -8.7391 -4.0506 2.0054 -0.432
C -1.586 2.088 1.922 3.7326 9.2737 8.2619 0.623
C -3.520 -0.963 -3.033 -2.4984 -3.1729 -1.1148 -0.203
H 5.451 0.152 -1.687 1.5727 0.4652 0.8663 0.205
H -5.060 -2.427 -3.511 -0.2836 -0.7373 -0.2656 0.203
H 0.326 1.918 3.917 -0.1492 1.4373 0.1139 0.285
C -5.270 -1.820 -1.306 11.7658 3.3315 -6.9066 -0.158
C -3.460 1.762 0.475 2.4318 4.7859 4.9777 0.802
C -4.589 -1.983 -2.663 1.2276 5.2843 0.8665 -0.191
C -1.674 0.109 0.771 3.6733 -1.6664 -1.6324 0.705
C -4.423 -1.119 -0.533 -3.2875 1.8239 4.5137 -0.190
C 4.171 -0.880 -0.110 3.7814 4.4961 -2.5248 -0.286
H -2.118 1.790 -2.119 1.9712 -2.1849 -1.9353 0.194
C 2.557 -2.272 0.850 -2.7523 8.6935 -0.5808 -0.142
C -2.927 -0.110 -2.019 2.8357 -1.1173 -11.1443 0.006
C -0.885 0.894 1.774 -4.1972 -1.5959 -3.1572 -0.410
C 1.871 2.340 2.413 2.5017 8.2246 -5.0576 -0.637
H 0.140 -1.212 1.055 0.9384 1.8710 2.9038 0.476
O -4.445 2.260 0.100 -3.5370 0.1284 -2.1730 -0.560
H 1.946 -1.773 3.097 1.9932 0.7127 -1.9534 0.188
C -1.674 0.711 -2.605 -10.3582 5.4303 11.1230 -0.520
C 2.095 -1.121 2.071 4.3707 -4.6924 3.4150 -0.255
H 1.131 3.140 1.861 1.8346 -1.4993 1.1926 0.245
H 4.873 -1.541 -2.120 -0.6801 2.4489 1.5378 0.166
H -1.704 0.682 -3.495 0.4350 -0.4522 -11.7507 0.183
C 1.071 1.621 3.215 -4.7774 -7.7642 0.9472 -0.449
H 2.673 -1.625 -2.819 -0.4253 3.7890 0.7440 0.116
H 2.525 2.995 3.063 -0.1146 -0.6162 -1.1597 0.229
O 3.626 0.281 -2.144 2.4646 0.6443 -0.9853 -0.541
H 2.405 1.902 1.514 -0.3248 -0.0693 1.5409 0.218
H 3.235 -2.760 1.322 4.6397 -3.4773 2.4006 0.185
C -3.425 -0.224 -0.875 -0.3824 1.0868 6.1244 0.097
H -1.053 0.410 -1.982 6.9624 -2.4721 4.4938 0.212
C 0.329 0.548 2.319 0.9928 -1.0724 -0.1961 0.450
```
Forces are in eV/Å.

---

C20H26N4OS | ωB97M-V with the def2-TZVPD basis set

Properties
LUMO level in eV: 0.455
Strongest force on any atom in eV/Å: 1.0
Kohn-Sham gap in eV: 7.773
ΔE to the lowest compared entry with this formula, charge and spin in kcal per mole: 61.2
SMILES string: CCN(CC)c1ccc(/C=N/NC(=S)NCc2ccc(OC)cc2)cc1

Structure (XYZ):
```
52
Properties=species:S:1:pos:R:3:forces:R:3:nbo_charge:R:1
C 2.641 -2.666 0.259 -0.0279 0.1286 0.0718 0.284
C 3.920 -2.140 0.133 -0.0590 -0.3534 -0.1666 -0.262
H -6.187 -0.720 -2.128 -0.1035 -0.0412 -0.1026 0.213
H -2.059 1.444 1.680 -0.0720 0.0429 0.0829 0.210
N 3.479 1.883 -1.033 0.2913 -0.0689 -0.8283 -0.431
C 3.541 1.241 1.841 -0.3781 -0.1243 0.1746 -0.237
C -0.475 1.401 0.291 0.1017 -0.0348 -0.3357 -0.144
N 2.243 1.642 -0.572 -0.8924 -0.0130 0.3251 -0.255
C -2.188 0.065 -1.407 -0.2699 -0.0986 -0.0068 -0.317
H -6.341 0.663 -1.046 -0.0825 0.0853 0.0160 0.204
H 3.909 1.180 2.869 0.0058 0.0903 -0.0967 0.213
H 4.701 -2.683 -0.376 0.0400 -0.0829 -0.0556 0.213
H -3.860 2.802 0.896 0.0516 0.0974 -0.0116 0.215
C -5.631 -0.003 -1.529 0.1559 -0.1765 0.1639 -0.623
H 4.015 -4.940 -0.301 -0.0212 0.0237 -0.0327 0.176
H -3.878 0.695 2.299 -0.1105 -0.0367 0.0122 0.191
S 5.993 2.489 -1.035 0.5555 0.1098 -0.3310 -0.294
H 0.680 -2.344 1.032 -0.1436 -0.0544 0.0092 0.224
C -4.783 2.289 1.154 0.0274 -0.2368 0.0969 -0.621
H 1.562 1.144 -2.463 0.0663 0.0012 0.0692 0.156
C 3.171 -4.654 -0.937 0.1365 -0.1059 -0.0937 -0.251
C 1.337 1.283 -1.397 0.9898 0.2147 -0.2435 0.082
H 3.546 -4.135 -1.825 0.0007 -0.0116 0.0407 0.175
C 1.670 -1.927 0.937 0.0116 -0.1893 -0.0679 -0.242
C 4.210 -0.892 0.660 -0.1288 0.1853 0.1737 -0.210
C -2.659 0.434 -0.136 0.2192 -0.0596 -0.1153 0.290
C 1.971 -0.688 1.455 0.1951 -0.1060 -0.0022 -0.185
H -5.204 2.753 2.042 -0.0385 0.1143 0.0847 0.212
C 3.243 -0.144 1.312 0.1829 -0.0997 0.1240 -0.061
H -4.997 0.586 -2.186 0.0331 0.0755 -0.0888 0.212
N 4.548 1.943 1.070 -0.1571 -0.0314 0.0716 -0.595
C -0.906 0.354 -1.811 0.3915 0.1969 0.2225 -0.140
N -3.925 0.122 0.289 -0.1378 -0.1486 0.1160 -0.446
C 4.580 2.074 -0.270 0.1636 0.1774 0.0594 0.293
H -5.482 2.415 0.332 -0.0661 0.0282 -0.0782 0.207
H -5.455 -1.260 0.211 0.1246 -0.0142 -0.0576 0.197
H -0.584 0.055 -2.799 0.0283 -0.0329 -0.1035 0.209
C -4.520 0.805 1.418 0.0476 0.3090 0.0973 -0.205
H 0.194 1.940 0.943 0.0560 0.0633 0.1199 0.220
H 5.456 2.063 1.493 -0.1216 0.0607 -0.1804 0.420
H 1.204 -0.128 1.966 -0.1361 0.0955 0.0382 0.213
H 2.634 -5.550 -1.245 0.0824 0.0432 0.0011 0.199
H 2.615 1.823 1.840 0.1170 -0.1339 0.1749 0.218
H 3.654 1.888 -2.041 0.0345 0.0326 0.4042 0.393
H -4.176 -1.503 -0.971 -0.0677 -0.0106 0.0768 0.202
H -5.466 0.309 1.645 0.1200 -0.0427 0.0146 0.203
O 2.237 -3.871 -0.235 -0.1830 0.2005 0.1618 -0.494
C -0.010 1.018 -0.971 -0.7797 -0.1224 0.2079 -0.162
C -4.788 -0.740 -0.485 -0.1353 -0.0116 -0.2690 -0.201
C -1.758 1.126 0.695 -0.1021 0.0126 0.1396 -0.301
H -2.833 -0.445 -2.104 -0.0995 -0.0330 -0.0367 0.212
H 5.211 -0.502 0.539 0.0842 0.0861 -0.0464 0.221
```
Forces are in eV/Å.